Density functional theory data (the ωB97M-V functional and the def2-TZVPD basis) for the ion C11H16NOS with charge +1 in a non-equilibrium geometry.

Last column: Mulliken charge in e.
Geometry (Å):
1 C 1.7004 0.0417 0.1686  0.860
2 C 0.3866 -0.2732 0.0605  -0.853
3 C 2.5265 -1.1126 0.1051  0.676
4 C 2.2772 1.3890 0.0567  -0.827
5 C -0.9486 0.4652 0.0773  -0.711
6 C 3.7972 1.3456 0.5022  -0.636
7 C -1.1153 -2.1153 0.0804  -1.049
8 C 4.5205 0.1525 -0.1573  -0.458
9 C -1.9597 -0.7406 -0.0024  1.452
10 C -2.7930 -0.8476 -1.3898  -1.693
11 C -2.9581 -0.5695 1.1952  -1.670
12 N 0.1972 -1.6224 -0.1134  0.078
13 O 3.8419 -1.0425 0.0571  -0.418
14 S 1.5685 -2.5516 0.0189  0.002
15 H 2.2324 1.6300 -0.9494  0.410
16 H 1.7843 2.1132 0.6782  0.406
17 H -1.0221 1.0647 1.0005  0.519
18 H -1.0524 0.9916 -0.8645  0.314
19 H 4.2741 2.2024 0.0622  0.372
20 H 3.9400 1.2670 1.6711  0.287
21 H -1.2803 -2.5114 1.0940  0.354
22 H -1.2531 -2.8468 -0.7013  0.403
23 H 4.6402 0.3296 -1.1937  0.346
24 H 5.5420 -0.0513 0.3086  0.287
25 H -3.6389 -1.3781 -1.1307  0.449
26 H -2.1095 -1.2147 -2.1844  0.413
27 H -3.0885 0.1487 -1.6241  0.457
28 H -3.8784 -0.9674 0.9387  0.444
29 H -3.0490 0.5484 1.3304  0.376
30 H -2.7210 -0.9462 2.1995  0.410

Values from the calculation:
**LUMO energy**: -3.7 eV
**Orbital gap**: 9.45 eV
**Charge**: +1
**HOMO level**: -13.192 eV